# CF5IrLiO3P

CF5IrLiO3P as an isolated structure in a non-equilibrium geometry (ωB97M-V/def2-TZVPD, the OMol25 dataset).

```
12
Properties=species:S:1:pos:R:3:forces:R:3
F -2.94529 2.16725 -0.38739 -2.531 3.181 -1.298
F 1.33403 1.87313 -1.07268 -0.668 -1.149 1.163
O 0.92555 -0.71706 -0.21220 -1.404 0.248 0.267
F -0.01615 1.31996 0.61976 2.336 0.830 1.240
O -1.35925 -0.82283 -0.00708 -1.815 -0.774 0.205
P 1.46604 0.75350 0.01143 6.324 0.834 -1.043
Ir -1.88598 0.96084 0.25650 -2.786 -0.646 0.637
O -0.13214 -2.64332 -0.06963 -1.187 1.778 0.159
F 2.90299 0.34150 -0.53541 -1.864 0.205 0.534
Li -2.08834 -2.94907 0.06158 -0.013 -0.824 -0.051
C -0.26199 -1.43251 -0.06633 4.937 -3.260 -0.525
F 2.06053 1.14861 1.40144 -1.330 -0.422 -1.287
```
Positions in Å, forces in eV/Å.

## Properties
- electronic energy (Ha) = -1215.6911
- charge = +2
- spin multiplicity = 5
- molecular weight (g/mol) = 385.1
- strongest force on any atom (eV/Å) = 6.5

=====

# C30H54AuNO10PSSi4Te

C30H54AuNO10PSSi4Te as an isolated structure in a non-equilibrium geometry (ωB97M-V/def2-TZVPD, the OMol25 dataset).

```
103
Properties=species:S:1:pos:R:3:forces:R:3
H 2.03153 -1.22968 5.87069 -0.029 -0.013 -0.006
H 1.54448 4.64124 0.70156 -0.008 0.007 -0.006
H 2.71643 0.07683 1.71537 0.080 0.081 0.099
C -4.48570 -1.74074 2.30742 0.012 -0.005 0.043
H -1.74986 1.88754 2.69556 -0.020 -0.038 0.005
C -2.56578 3.61435 3.71175 0.005 0.001 0.047
C 2.40628 4.52671 -5.85753 0.016 0.007 -0.001
C 1.15820 1.31755 3.95764 0.286 0.047 -0.033
N -2.05404 0.00463 -3.86145 -0.057 -0.277 -0.237
C 1.13698 4.97823 -0.25327 0.033 0.005 0.001
H 1.23088 -4.46240 3.26202 0.006 -0.009 -0.011
O -0.45401 -0.83361 3.30699 0.193 -0.266 -0.481
H 5.29465 -1.20858 -1.40633 0.057 0.026 0.057
Si 2.85945 -1.03766 -1.14748 -0.049 0.091 0.086
H 0.69501 -2.25114 5.35559 -0.003 0.034 -0.013
H -2.56806 4.70086 3.61104 -0.011 -0.015 -0.011
H -2.49896 -0.15627 -4.75853 -0.042 0.070 0.051
H 1.53101 1.07372 -1.31787 0.000 -0.052 -0.006
C 1.68315 3.29267 -5.38941 -0.004 0.024 0.004
O -1.68808 1.15478 0.18956 -0.350 -0.107 -0.032
H 3.86724 -4.07858 1.76920 -0.021 -0.013 -0.001
H 2.05364 4.83606 -6.84359 -0.006 -0.010 0.002
C 2.57832 0.79612 -1.45127 0.028 0.045 -0.020
H -4.75494 -2.37622 1.47087 -0.005 0.021 -0.019
O -1.09738 -0.34873 5.39453 0.029 -0.064 -0.142
Si 1.18346 -0.51238 3.63842 -0.454 -0.019 1.042
C -2.85737 -0.43260 -2.70121 0.029 0.197 0.069
O -0.50371 3.26499 -0.18498 0.105 0.058 0.025
H -3.59812 3.26608 3.71920 -0.013 -0.029 0.004
C -3.17158 -1.78481 2.78329 -0.050 0.033 -0.056
H -0.52370 2.26848 -3.01662 -0.055 -0.015 0.046
H 0.68269 4.27518 -3.76095 0.010 -0.008 -0.011
H -2.35580 -0.05358 -1.81432 0.033 -0.031 0.031
C 0.14964 2.21231 -3.86323 0.012 0.079 0.000
C 2.63897 -0.71672 2.46083 -0.581 0.087 -0.387
H 0.87237 -5.92807 -0.63741 -0.032 0.003 -0.049
S -0.48541 -0.42774 -3.95800 0.072 0.018 0.066
H 3.42405 -0.57611 3.21311 0.186 -0.024 -0.172
P -1.98022 2.60597 -0.01401 0.101 -0.119 -0.130
H -3.78565 0.13311 -2.76830 -0.022 -0.027 0.046
H 1.67851 4.46752 -1.05170 -0.006 -0.010 0.011
C -1.37915 -0.70770 4.26844 -0.164 0.031 0.008
C 2.73514 -2.05832 -2.72302 0.001 -0.162 0.027
C 1.58678 -1.73344 5.00766 0.296 0.149 0.049
H 0.38861 -5.67923 2.28853 0.014 0.004 0.067
H 3.35023 -2.95719 -2.61747 0.000 0.005 -0.044
C 3.34218 -4.61395 0.97343 0.043 -0.016 -0.061
C -3.74809 -0.11684 4.42302 -0.025 0.070 0.011
H 2.15466 1.75891 4.03852 -0.028 -0.008 0.047
C -3.11534 -1.93678 -2.62917 0.006 -0.016 0.003
C -0.34166 4.67311 -0.33929 -0.072 -0.036 -0.041
H -2.52469 -2.84589 1.32914 -0.055 0.082 0.040
C -3.49769 -2.42873 -1.22954 0.045 -0.128 0.118
H 2.24945 5.35769 -5.17078 0.006 -0.007 0.001
H 3.17868 1.39350 -0.75813 -0.018 0.006 -0.019
C -5.05307 -0.09328 3.97368 0.024 0.015 0.015
O -4.62057 -2.86798 -1.01266 0.069 0.072 -0.038
H 1.28277 0.00223 -6.17019 -0.020 0.016 0.009
H -0.28490 -4.58673 -0.77149 0.013 -0.011 0.027
H 0.57161 1.56701 4.83937 -0.024 0.002 0.011
H -0.90657 5.19919 0.43724 0.033 -0.014 0.019
C 0.62646 -4.61379 2.36372 -0.050 -0.006 0.024
O -2.50554 3.26901 1.35663 -0.014 0.089 0.113
H 4.93869 -0.48575 0.16759 -0.032 -0.003 -0.003
C 0.77624 -4.84020 -0.70236 -0.074 0.018 -0.034
C 1.16495 0.94547 -5.65307 0.038 0.009 0.025
H -2.10279 3.35165 4.66547 0.006 0.003 -0.010
C -2.78330 -0.92209 3.81488 0.089 0.035 0.027
H 3.39454 -5.68255 1.20282 0.004 0.016 -0.003
H 3.88546 -4.44257 0.04095 -0.006 -0.013 0.015
O -2.54297 -2.41641 -0.35021 -0.383 0.098 -0.029
H -0.30728 -4.06169 2.49263 0.002 -0.018 -0.045
C 0.32508 1.02289 -4.55265 -0.102 0.013 -0.038
H 2.31049 -2.47413 4.65505 -0.029 -0.015 0.019
O -2.29811 -2.67685 2.28254 0.084 -0.068 -0.148
C 1.84362 2.08356 -6.06151 0.014 -0.026 -0.010
H 3.12895 -1.47186 -3.55855 0.016 -0.019 -0.005
H -6.41759 -0.86664 2.50266 0.009 0.004 -0.003
Si 1.54448 -4.06798 0.82538 0.079 0.154 0.203
H -3.91936 -2.21659 -3.31047 0.021 -0.009 -0.032
O -0.03479 -0.64198 -2.60841 -0.003 -0.077 -0.041
H 1.72093 -2.35983 -2.98194 0.031 0.060 0.032
H 0.67366 1.75516 3.07802 0.042 0.030 0.053
H -5.78103 0.55886 4.43878 0.014 -0.010 -0.002
H 1.25690 -4.50448 -1.62385 0.027 -0.028 0.017
O -0.28271 -1.45897 -4.94484 -0.026 0.047 -0.014
C -1.81067 2.97112 2.57344 -0.022 -0.028 -0.058
Au -0.87005 -1.02965 0.14880 0.633 0.181 0.237
C -5.40713 -0.89475 2.89193 -0.011 -0.031 -0.037
H 2.85273 -1.68109 1.98093 0.061 -0.072 0.182
H 1.31092 6.05253 -0.34486 -0.013 -0.010 -0.010
C 0.82984 3.34050 -4.29047 -0.029 0.007 0.021
H -3.43121 0.51743 5.23996 0.009 0.028 0.016
H -0.76081 4.97526 -1.30369 -0.003 0.008 0.007
H -0.79069 3.36328 2.50826 0.003 0.007 0.003
H 2.86822 1.06852 -2.47117 0.017 0.019 0.023
Si 1.21389 -1.78850 0.37385 -0.116 -0.224 -0.649
H 3.48006 4.34740 -5.93651 -0.006 -0.002 0.004
C 4.63380 -1.26419 -0.53520 0.037 0.014 0.000
H 4.79790 -2.23172 -0.05615 -0.024 -0.006 -0.043
H 2.50568 2.03164 -6.91922 -0.012 0.006 0.011
Te -3.43374 3.35096 -1.71221 0.075 -0.034 -0.015
H -2.21067 -2.47583 -2.92139 0.027 0.021 0.038
```
Positions in Å, forces in eV/Å.

## Properties
- electronic energy (Ha) = -4284.2548
- charge = -1
- molecular weight (g/mol) = 1088.7
- strongest force on any atom (eV/Å) = 1.1

=====

# C5H12N2O2

A 2-piece molecular cluster, C5H12N2O2 overall in a non-equilibrium geometry (ωB97M-V/def2-TZVPD, the OMol25 dataset).

```
21
Properties=species:S:1:pos:R:3:forces:R:3
H 0.99699 0.38480 -1.71533 0.745 0.077 -0.456
H -0.57159 1.54571 0.61559 0.142 -0.016 0.015
H 1.17606 -0.44019 3.03168 -0.755 -0.435 -0.192
H -3.07670 -1.78071 -1.03615 -0.135 -0.074 0.135
H 1.22122 -0.14367 -3.52540 1.053 0.236 0.103
C -0.00799 -1.41791 -2.34993 0.302 0.634 -1.749
C -0.41057 1.37130 1.67414 -0.194 0.125 0.245
H -0.76902 0.39250 1.95491 0.028 -0.451 -0.366
N -2.31858 -1.85656 -1.68421 0.696 0.005 -0.368
O 1.87773 2.31254 1.80307 -0.913 0.740 -0.543
C -1.10543 -1.34229 -1.35169 -0.528 0.589 1.082
H -0.37884 -1.70992 -3.35015 0.004 -0.586 0.588
N 1.44298 0.51438 2.99857 1.280 0.802 0.950
O -0.94526 -0.77535 -0.27972 0.077 -0.234 -0.164
C 1.03418 1.48945 2.09455 0.934 -0.890 0.797
H -0.17154 0.65657 -2.95909 -0.438 0.195 -0.053
H -1.08629 2.01411 2.24607 0.510 0.467 -0.005
H 0.77126 -2.10307 -2.01420 -0.120 -0.059 -0.012
C 0.61266 -0.02031 -2.65079 -1.314 -0.742 1.012
H 2.37210 0.69882 3.42253 -1.021 -0.208 -0.811
H -2.39529 -2.38531 -2.52590 -0.352 -0.177 -0.208
```
Positions in Å, forces in eV/Å.

## Properties
- electronic energy (Ha) = -457.7317
- molecular weight (g/mol) = 132.2
- strongest force on any atom (eV/Å) = 1.9

=====

# CH2O3

An isolated molecule of CH2O3 in a non-equilibrium geometry (ωB97M-V/def2-TZVPD, the OMol25 dataset).

```
6
Properties=species:S:1:pos:R:3:forces:R:3
O -0.26781 0.39612 0.57667 0.463 1.040 2.050
C 0.85536 -0.25357 0.24937 2.559 -1.575 -3.103
O -1.18137 0.13392 -0.43636 -0.513 -1.249 -1.581
H 0.56440 -0.75429 -0.86739 1.354 0.788 2.869
H -1.91936 0.73103 -0.33202 -0.074 0.747 0.753
O 1.94878 -0.25321 0.80974 -3.789 0.251 -0.989
```
Positions in Å, forces in eV/Å.

## Properties
- electronic energy (Ha) = -264.9001
- molecular weight (g/mol) = 62.0
- strongest force on any atom (eV/Å) = 4.3

=====

# F2KNO4S2

F2KNO4S2 as an isolated structure in a non-equilibrium geometry (ωB97M-V/def2-TZVPD, the OMol25 dataset).

```
10
Properties=species:S:1:pos:R:3:forces:R:3
F 0.80373 -0.60055 2.31035 0.159 -0.162 -0.097
O -1.01244 -1.73138 1.27651 -0.413 -0.091 -0.129
F -1.10669 1.83818 -1.25320 0.280 -0.019 0.250
K 1.71065 2.57477 0.40255 -0.196 -0.302 -0.146
O 0.51461 0.27962 -2.00381 0.711 0.084 -0.148
N -0.05450 0.54534 0.44918 -0.137 -2.423 -0.490
O -1.68159 -0.47297 -1.26769 -0.428 -0.685 0.234
O 1.20533 -1.71988 0.23083 0.423 -0.088 -0.538
S 0.16553 -1.04601 0.91126 0.323 1.369 2.479
S -0.54462 0.33290 -1.05598 -0.722 2.316 -1.416
```
Positions in Å, forces in eV/Å.

## Properties
- electronic energy (Ha) = -1951.7742
- molecular weight (g/mol) = 219.2
- strongest force on any atom (eV/Å) = 2.9

=====

# C5H6ClNS

An isolated molecule of C5H6ClNS in a non-equilibrium geometry (ωB97M-V/def2-TZVPD, the OMol25 dataset).

```
14
Properties=species:S:1:pos:R:3:forces:R:3
C -0.42138 -0.81707 0.43708 0.012 0.030 0.758
H -0.74555 -1.62613 1.10567 0.111 0.249 -0.278
H 1.02024 -2.22058 -0.52021 0.134 0.175 0.001
H -1.19392 2.46136 1.43174 0.047 0.016 -0.010
N -0.72002 -1.03669 -0.94520 -0.034 -0.857 0.258
C 1.65467 -0.15487 -0.89639 0.213 0.127 -0.157
Cl -2.49308 1.58422 -0.33228 -0.016 -0.090 -0.039
C -1.24545 1.54469 0.86374 0.391 -0.337 0.224
C -0.42875 0.51999 1.10556 -0.699 0.200 -0.636
S 3.22083 -0.41843 -1.21497 -0.476 0.029 0.124
H 1.25817 0.87505 -0.97382 0.060 -0.495 0.096
C 0.67671 -1.19159 -0.52093 0.188 0.042 -0.087
H 0.28528 0.66791 1.89640 0.201 -0.020 0.263
H -0.86775 -0.18785 -1.43639 -0.132 0.931 -0.516
```
Positions in Å, forces in eV/Å.

## Properties
- electronic energy (Ha) = -1107.1759
- molecular weight (g/mol) = 147.6
- strongest force on any atom (eV/Å) = 1.1